# C27H35AsF4MoN4O6SSi

A molecular structure, C27H35AsF4MoN4O6SSi (ωB97M-V with the def2-TZVPD basis set, OMol25).

Each line ends with the Mulliken spin population.
Atoms and positions in Å:
Mo: -0.054416 0.107368 0.009941  1.8021
C: 1.810492 -2.423604 -1.904459  0.0320
C: 1.627248 -1.079592 -2.577705  -0.0191
N: 0.342932 -0.400009 -2.251203  -0.0740
C: -0.792321 -1.142190 -2.856164  0.0459
C: -0.776982 -1.325259 -4.368208  0.0015
C: 0.407335 0.984847 -2.780747  0.0275
C: -0.804283 1.797861 -2.375871  -0.0020
N: -1.191757 1.435056 -1.012855  0.0325
C: -2.126372 2.224704 -0.374950  -0.0131
C: -2.728283 1.740777 0.798554  0.0154
F: -2.380579 0.511395 1.239539  0.0245
C: -3.689592 2.424734 1.504248  -0.0083
F: -4.207119 1.859461 2.602729  0.0001
C: -4.128880 3.666154 1.090444  0.0134
C: -3.568620 4.164473 -0.065450  -0.0049
F: -3.962669 5.359675 -0.522383  -0.0005
C: -2.601141 3.484280 -0.786755  0.0077
F: -2.158221 4.088250 -1.897159  0.0004
H: 2.769106 -2.843358 -2.208928  0.0010
H: 1.032617 -3.140466 -2.172420  -0.0004
H: 1.842227 -2.320093 -0.821104  -0.0122
H: 1.687727 -1.176672 -3.665733  0.0008
H: 2.431694 -0.407523 -2.301053  -0.0016
H: -1.699399 -0.620330 -2.560366  -0.0165
H: -0.817414 -2.114427 -2.375066  -0.0043
H: -0.705872 -0.385390 -4.914266  0.0006
H: -1.718219 -1.792927 -4.660386  0.0003
H: 0.025557 -1.980102 -4.704864  -0.0003
H: 0.520450 0.976183 -3.868157  0.0009
H: 1.297441 1.445682 -2.361966  0.0004
H: -1.651862 1.654093 -3.058163  -0.0066
H: -0.500864 2.841114 -2.426055  0.0033
H: -4.876298 4.216921 1.640408  0.0013
C: 2.391875 -0.820577 3.027164  -0.0047
C: 1.576600 -1.867302 2.341621  0.0340
C: 1.655408 -3.203887 2.711240  -0.0022
C: 0.803516 -4.123785 2.116056  0.0119
C: -0.149432 -3.717219 1.200544  -0.0249
C: -0.193510 -2.359865 0.889282  0.0050
N: 0.698485 -1.490989 1.407101  0.0153
N: -1.047490 -1.686923 0.047490  0.0312
Si: -2.685211 -2.292068 -0.244373  -0.0041
C: -2.687203 -3.735385 -1.451116  0.0033
C: -3.380409 -2.870548 1.399752  -0.0002
C: -3.805556 -0.944407 -0.906527  0.0038
H: 3.448188 -0.933558 2.789728  0.0015
H: 2.266633 -0.919624 4.106872  0.0002
H: 2.060994 0.170703 2.733206  0.0049
H: 2.368128 -3.507396 3.464729  0.0004
H: 0.871013 -5.169562 2.388370  0.0005
H: -0.830271 -4.419247 0.743546  0.0012
H: -1.841008 -4.413122 -1.325346  0.0000
H: -2.689291 -3.399198 -2.489564  -0.0004
H: -3.599831 -4.318335 -1.302242  -0.0003
H: -2.998031 -3.838657 1.720462  0.0001
H: -4.466645 -2.958369 1.317523  -0.0002
H: -3.168155 -2.142752 2.184956  -0.0006
H: -3.302361 -0.197314 -1.518073  0.0008
H: -4.302174 -0.416676 -0.092824  0.0007
H: -4.583888 -1.409539 -1.517213  -0.0001
O: 0.401911 3.938067 2.472610  -0.0019
As: 0.979311 2.899931 1.178548  0.0076
O: 0.732278 3.600959 -0.262933  0.0013
O: 0.056239 1.464484 1.463678  0.0632
C: 2.798519 2.629567 1.799259  0.0034
C: 3.209327 3.421761 2.869480  -0.0018
C: 4.504416 3.339764 3.359006  0.0000
C: 5.411702 2.467910 2.779136  0.0005
C: 5.015051 1.676014 1.714378  0.0009
C: 3.718935 1.755285 1.229099  -0.0030
S: 3.355442 0.659773 -0.120926  0.0045
O: 4.031765 1.157714 -1.284220  -0.0012
O: 3.676990 -0.679214 0.293627  0.0042
O: 1.868110 0.845129 -0.275324  -0.0029
H: -0.266452 4.527261 2.098847  0.0000
H: 2.505301 4.104012 3.323303  0.0002
H: 4.801567 3.961096 4.193136  -0.0001
H: 6.424060 2.401194 3.154758  0.0000
H: 5.711489 0.983803 1.258748  0.0000

Forces on the atoms, in the same order (eV/Å):
Mo 0.0374 0.0585 -0.3023
C -0.0087 -0.0279 -0.0003
C -0.0378 0.0499 -0.0305
N 0.0191 -0.0033 0.0235
C -0.0315 -0.0001 0.0408
C 0.0007 0.0088 -0.0264
C 0.0094 -0.0288 -0.0607
C 0.0392 0.0319 -0.0583
N 0.2306 -0.0986 0.0496
C -0.2069 0.1338 0.0417
C -0.0699 0.1547 -0.0656
F 0.0672 -0.0669 0.0492
C 0.0337 0.0516 -0.0525
F -0.0061 -0.0256 0.0348
C 0.0205 -0.0340 0.0061
C 0.0159 -0.0583 0.0298
F -0.0087 0.0527 -0.0206
C -0.0198 -0.1134 0.0944
F 0.0134 0.0364 -0.0254
H 0.0080 0.0099 -0.0161
H -0.0031 -0.0012 0.0026
H 0.0055 0.0052 0.0297
H -0.0049 -0.0367 0.0108
H 0.0453 0.0164 0.0290
H 0.0331 -0.0147 -0.0403
H -0.0075 0.0093 -0.0253
H -0.0074 0.0202 0.0053
H -0.0083 -0.0131 0.0088
H 0.0105 -0.0040 -0.0008
H -0.0042 0.0021 0.0125
H 0.0131 0.0096 -0.0047
H 0.0218 -0.0235 -0.0054
H -0.0181 -0.0293 -0.0077
H -0.0092 0.0056 0.0023
C 0.0255 -0.0014 0.0369
C -0.0319 -0.0974 0.0326
C -0.0242 0.0541 -0.0147
C 0.0123 0.0090 0.0172
C 0.0369 -0.0124 0.0273
C -0.0759 -0.0224 0.0217
N 0.1150 0.0370 0.0671
N -0.0364 -0.0474 0.0011
Si 0.0239 0.0869 0.1010
C -0.0419 0.0332 -0.0115
C -0.0125 0.0234 -0.0988
C -0.0166 -0.0896 -0.0241
H 0.0081 0.0119 -0.0237
H 0.0102 -0.0014 -0.0068
H -0.0058 0.0145 -0.0098
H 0.0016 0.0003 0.0025
H -0.0041 -0.0123 -0.0054
H -0.0164 0.0101 0.0014
H 0.0181 0.0162 0.0282
H 0.0087 0.0125 -0.0094
H -0.0112 -0.0109 0.0051
H 0.0354 -0.0192 0.0102
H -0.0145 -0.0064 -0.0174
H 0.0093 0.0288 0.0025
H -0.0018 0.0165 0.0155
H -0.0062 -0.0139 0.0471
H -0.0052 0.0022 -0.0172
O -0.0552 -0.0095 0.0321
As -0.0377 -0.2424 0.0727
O 0.0138 0.1193 -0.0385
O 0.1037 0.0316 0.0895
C -0.0984 0.1197 0.0179
C -0.0169 0.0508 0.0650
C -0.0194 -0.0212 -0.0313
C -0.0373 0.0030 -0.0118
C 0.1220 -0.0126 0.0521
C 0.0060 -0.0846 -0.0622
S 0.1135 0.0700 -0.0376
O -0.0126 0.0320 0.0248
O -0.0036 -0.0424 0.0517
O -0.2655 -0.1050 -0.0774
H 0.0348 0.0064 -0.0141
H 0.0074 -0.0041 -0.0128
H -0.0082 0.0073 0.0054
H 0.0034 -0.0062 -0.0087
H -0.0223 -0.0115 -0.0235

The spin multiplicity is 3. As for the HOMO-LUMO gap (spin up / spin down): 0.256 / 0.293 Eh. Its expectation value of S² is 2.011. The calculation puts the LUMO energy (spin up / spin down) at -0.61 / -0.33 eV. For the energy, the calculation gives -139092.9194 eV. As for the highest occupied orbital energy (spin up / spin down): -7.569 / -8.300 eV. As for the relative energy (zero: lowest compared OMol25 entry of this formula, charge and spin): 23.08 kcal/mol.